1.
Formula: C15H28AsNOReS3Si2
Source: the Open Molecules 2025 dataset
Level of theory: ωB97M-V with the def2-TZVPD basis set

Calculated values
⟨S²⟩   2.018
LUMO energy (alpha / beta)   2.68 / 2.67 eV
HOMO (alpha / beta)   -3.331 / -3.576 eV

```
! RIJCOSX wB97M-V def2-TZVPD def2/J DEFGRID3
* xyz -1 3
Re 0.83237 0.02086 -0.73099
C -1.35122 -3.51843 -2.97675
C -0.39579 -2.41729 -2.60631
S -0.78910 -1.53472 -1.12618
C 0.70660 -2.09649 -3.29870
C 1.14075 -2.79870 -4.55336
S 1.76133 -0.79929 -2.77653
H -2.27969 -3.41951 -2.41409
H -0.94108 -4.50888 -2.75397
H -1.60783 -3.50025 -4.03887
H 0.37553 -3.47568 -4.93399
H 2.04599 -3.38350 -4.36906
H 1.38294 -2.07550 -5.33441
O 2.69769 0.09817 0.16048
N 3.58570 1.01408 -0.26447
C 4.86200 0.82564 0.13313
C 5.84118 1.71238 -0.20897
C 5.48476 2.82733 -0.98607
C 4.18498 2.99535 -1.37449
C 3.18575 2.06894 -1.01158
S 1.53059 2.20498 -1.40636
H 4.99958 -0.06860 0.72120
H 6.85490 1.54050 0.11868
H 6.23471 3.54785 -1.28396
H 3.87926 3.83690 -1.97917
C -2.06201 -2.21882 2.21918
Si -0.97127 -0.78726 2.78744
C 0.66279 -1.55155 3.34025
C -1.82932 -0.03433 4.29617
As -0.38342 0.92428 1.33796
Si -2.41939 1.76065 0.59104
C -2.28139 2.42489 -1.16395
C -2.93340 3.19989 1.70687
C -3.84362 0.52036 0.60488
H -2.15867 -2.91503 3.05916
H -1.62042 -2.74707 1.37692
H -3.06178 -1.89733 1.92963
H 0.50498 -2.27620 4.14388
H 1.35626 -0.78647 3.69196
H 1.13347 -2.06438 2.50008
H -1.93494 -0.77425 5.09497
H -2.82877 0.32302 4.04088
H -1.26371 0.81524 4.68224
H -1.52891 3.21197 -1.23533
H -3.24383 2.84322 -1.47292
H -1.99928 1.63208 -1.85755
H -2.16707 3.97656 1.69528
H -3.04466 2.86781 2.74095
H -3.88005 3.64189 1.38389
H -3.62143 -0.32793 -0.04429
H -4.75446 1.00476 0.23955
H -4.04763 0.13787 1.60568
*
```

These are the Mulliken partial charges, in e, on atoms 1 to 4: Re 0.29; C -1.63; C 0.14; S -0.03

=====

2.
Formula: C15H28Br2N6OP
Source: the Open Molecules 2025 dataset
Level of theory: ωB97M-V with the def2-TZVPD basis set

Calculated values
LUMO energy   -5.13 eV
HOMO   -10.230 eV

```
! RIJCOSX wB97M-V def2-TZVPD def2/J DEFGRID3
* xyz 1 1
C 0.98577 1.23818 -0.77389
C 0.55365 1.91129 -2.05657
Br -0.56966 0.93865 -3.19058
C 0.94978 3.14437 -2.37078
Br 0.50381 4.05424 -3.93535
N 1.80929 3.83299 -1.42795
C 3.11471 3.60626 -1.49696
C 3.96094 4.23125 -0.58389
C 5.45302 4.00267 -0.58758
C 5.97119 3.35795 -1.85580
N 6.08478 2.10694 -2.00288
C 3.36755 5.05835 0.34810
C 1.98308 5.23236 0.29040
N 1.20282 4.63687 -0.58182
H 2.07368 1.12068 -0.77340
H 0.75389 1.89724 0.06399
H 0.56240 0.24985 -0.64051
H 3.48472 2.92008 -2.24674
H 5.96764 4.93621 -0.35536
H 5.67865 3.32543 0.24256
H 6.28670 3.97876 -2.69377
H 5.77747 1.60716 -1.16447
H 3.95761 5.55915 1.10345
H 1.49971 5.89732 0.99348
O -0.48064 -1.61956 1.23849
P -1.69821 -2.35312 0.76761
N -2.83214 -1.08440 0.64631
C -4.26492 -1.17081 0.83342
C -2.48507 -0.15495 -0.40927
N -1.98769 -3.36229 2.16051
C -2.93122 -2.94435 3.19073
C -0.74342 -3.78847 2.80474
N -2.47364 -3.44943 -0.35014
C -3.39904 -4.47302 0.10660
C -1.48996 -4.05694 -1.27201
H -4.78364 -1.64219 -0.01438
H -4.66697 -0.16177 0.94646
H -4.52912 -1.69389 1.74488
H -2.73057 -0.55917 -1.40420
H -1.41964 0.05649 -0.38604
H -3.00506 0.79763 -0.28745
H -2.77315 -1.91084 3.52427
H -2.83726 -3.60219 4.05571
H -3.96386 -3.06812 2.86418
H -0.32340 -3.01623 3.45818
H 0.01444 -4.04333 2.06420
H -0.93380 -4.68287 3.40093
H -2.93465 -5.22815 0.74463
H -3.79800 -4.97141 -0.77980
H -4.25446 -4.04359 0.62509
H -0.82610 -4.76661 -0.76324
H -0.86940 -3.27757 -1.72423
H -1.99262 -4.57312 -2.08991
*
```

These are the Mulliken partial charges, in e, on atoms 1 to 4: C -1.19; C 0.57; Br -0.06; C -0.34